No. 1
34
Properties=species:S:1:pos:R:3:forces:R:3:lowdin_charge:R:1 method="wB97M-V/def2-TZVPD" homo_lumo_gap_ev="4.68 / 4.69" multiplicity=1 relative_energy_kj_mol=359.2 charge=-2
Au 0.108919 0.275238 -1.257524 0.61 0.12 -0.38 0.34
Te -3.807047 2.987528 -2.521616 -0.98 -0.61 1.32 0.57
Te -5.490572 1.159947 -0.764737 -0.33 1.37 -0.89 0.17
Te -1.089439 0.497097 -3.527175 0.30 0.19 0.10 -0.06
Te -2.770470 0.510080 -1.021379 0.81 -0.62 -1.29 0.91
S -2.898000 1.646520 1.797804 0.69 0.09 0.98 0.81
F 3.883694 -0.834401 0.819104 -0.04 0.07 0.00 0.09
F 1.952469 0.310950 0.287534 -0.31 -0.04 0.00 -0.02
F 3.936965 0.816858 -0.782195 -0.04 0.00 0.05 0.10
F 3.640699 1.371240 1.433712 -0.02 0.00 0.00 0.08
O -1.392470 -2.075088 -0.571411 0.18 -0.31 0.42 -0.09
O -3.706856 0.909101 2.800487 -0.08 0.13 -0.11 -0.52
O -3.530104 -1.708933 -0.031656 0.20 -0.05 0.44 -0.20
O -2.540649 2.445964 -1.052585 -0.09 0.26 -0.53 -1.28
N -1.949481 0.553638 0.885688 -0.83 -0.15 0.17 -0.55
C -0.081930 2.134129 4.691142 0.00 -0.01 -0.11 -0.05
C -1.451516 2.214262 2.732046 0.10 -0.19 -0.06 -0.36
C 2.358982 2.777421 4.611436 -0.03 -0.01 -0.09 -0.05
C -0.398297 2.775090 2.015936 -0.06 0.07 0.00 -0.07
C -1.307998 1.905346 4.069504 -0.05 0.14 0.06 -0.08
C 0.824391 2.962727 2.631241 -0.07 0.04 -0.06 -0.03
C 1.003161 2.622567 3.972328 0.02 0.05 0.15 -0.27
C -1.863675 -0.842208 1.420996 0.00 0.30 -0.09 -0.19
C -2.277456 -1.698212 0.208927 -0.28 -0.73 -0.01 -0.86
B 3.383331 0.413371 0.434007 0.14 0.01 0.01 -1.24
H 2.396547 2.273769 5.577942 0.00 0.02 0.02 0.07
H 1.663869 3.326797 2.050845 0.02 -0.04 0.02 0.12
H 3.126531 2.347924 3.964968 -0.01 0.00 0.00 0.07
H -2.145021 1.471708 4.603029 0.02 -0.05 -0.03 0.10
H 2.603547 3.832109 4.762591 0.01 0.00 0.02 0.07
H -2.573731 -0.951791 2.238967 -0.03 -0.05 0.00 0.09
H 0.040736 1.892822 5.741918 0.01 -0.05 -0.01 0.10
H -0.849812 -1.069318 1.744855 0.10 0.16 -0.07 0.12
H -0.534517 3.016448 0.967071 0.06 -0.11 -0.02 0.10

***

No. 2
21
Properties=species:S:1:pos:R:3:forces:R:3:lowdin_charge:R:1 method="wB97M-V/def2-TZVPD" homo_lumo_gap_ev=8.47 multiplicity=1 relative_energy_kj_mol=0.0 charge=0
N -0.480121 0.334792 0.055975 -3.07 -4.19 -0.79 0.16
N 1.308997 -1.100436 0.325984 -0.69 0.05 0.05 0.10
C 1.732320 1.167406 -0.308184 -0.23 -0.19 0.14 -0.01
C 3.087183 0.928169 -0.293744 0.04 -0.09 0.04 -0.08
C 2.612749 -1.305988 0.345027 0.45 -0.03 -0.08 -0.15
C -2.799026 -1.336832 -0.259781 -0.05 -0.40 -0.06 -0.15
C -3.489421 -0.092305 0.025028 -0.06 0.57 0.13 -0.13
C -2.894747 1.085773 0.266869 -0.17 -0.10 -0.05 -0.02
C 3.552765 -0.337321 0.045530 0.03 0.03 -0.02 -0.08
C -1.511581 -1.529628 -0.301994 1.61 3.82 0.67 0.21
C 0.852427 0.117965 0.027585 1.48 0.24 -0.05 -0.36
B -1.361905 1.349656 0.316721 -0.15 0.05 0.01 -0.32
H 1.327097 2.135769 -0.551826 -0.03 0.10 -0.08 0.10
H -3.443192 -2.195650 -0.456773 0.24 -0.06 0.01 0.12
H -0.725374 -2.220647 -0.468401 0.34 -0.34 -0.03 0.06
H 3.780610 1.717380 -0.548674 0.03 0.05 -0.01 0.11
H 4.608406 -0.564539 0.063155 0.02 -0.02 0.02 0.10
H -0.945250 2.414210 0.609001 0.17 0.45 0.11 0.07
H 2.913657 -2.310872 0.614900 0.12 -0.05 -0.02 0.10
H -3.555312 1.922623 0.460649 -0.10 0.01 0.02 0.08
H -4.570288 -0.179517 0.032946 0.01 0.08 -0.01 0.10

***

No. 3
23
Properties=species:S:1:pos:R:3:forces:R:3:lowdin_charge:R:1 method="wB97M-V/def2-TZVPD" homo_lumo_gap_ev=10.14 multiplicity=1 relative_energy_kj_mol=442.4 charge=0
O 1.764275 -0.039078 -1.162459 0.79 1.52 -0.42 -0.02
O 0.809120 1.824151 1.573633 0.60 -0.69 2.71 0.07
O 2.426583 -0.595863 -3.233633 1.49 1.68 -1.88 0.07
O -0.261226 1.867767 -0.171710 -2.41 0.93 -3.43 0.05
C -2.450351 0.734476 0.518741 1.88 0.42 -1.12 0.00
C 1.750113 -1.669867 -2.792020 -4.30 -0.57 2.69 -0.20
C -0.827424 0.423184 2.982205 0.80 1.53 -0.89 0.00
C -2.845304 -0.040248 1.552595 0.12 -0.02 2.80 -0.06
C 1.572520 -1.438508 -1.245778 -1.81 -0.11 0.92 -0.14
C -0.364936 1.143568 1.819675 -0.98 -0.69 1.27 -0.17
C 0.847727 2.272622 0.352024 1.23 0.53 -0.37 -0.08
C -2.011661 -0.175243 2.827295 -3.39 -0.41 -3.16 -0.06
C -1.110298 1.253021 0.686556 -0.38 -1.13 0.71 -0.19
B 2.335073 0.436204 -2.352071 -0.58 -1.06 1.45 -0.37
H 2.294338 -1.938495 -0.536168 -0.73 0.26 -0.87 0.13
H 0.650419 -1.663388 -3.122190 1.57 -0.13 -0.37 0.15
H -0.464035 0.481668 3.992495 0.91 -0.06 -0.09 0.12
H 2.186601 -2.590322 -2.976945 1.02 -1.66 -0.80 0.10
H -2.506779 -0.725213 3.605134 0.10 -0.05 0.39 0.09
H -3.045674 0.863170 -0.415137 0.63 0.05 0.98 0.13
H 2.711823 1.519956 -2.580879 0.00 0.26 0.10 0.10
H 0.443717 -1.585780 -0.873970 2.56 -0.30 -0.79 0.16
H -3.904619 -0.357783 1.552608 0.90 -0.30 0.19 0.11

***

No. 4
19
Properties=species:S:1:pos:R:3:forces:R:3:lowdin_charge:R:1 method="wB97M-V/def2-TZVPD" homo_lumo_gap_ev=9.25 multiplicity=1 relative_energy_kj_mol=0.0 smiles="C#C[C@H]1C=CC=C[C@]1(C)Cl" charge=0
Cl 2.477520 -0.277225 -0.700626 0.58 -0.20 -0.83 0.67
C 0.809949 -2.069386 0.450838 -1.48 0.16 0.42 -0.11
C -0.333314 -0.014185 -1.028136 1.60 0.90 3.62 -0.24
C -2.695091 -0.980512 -0.348705 -2.65 0.42 0.34 0.11
C 0.203184 2.241255 -0.196787 0.02 0.66 -0.45 -0.12
C -1.672790 -0.440591 -0.635389 1.73 0.27 0.00 -0.12
C 0.581903 1.687977 1.100179 -0.16 -1.97 0.44 -0.08
C 0.978553 0.397211 1.288824 -2.19 2.09 -2.09 -0.13
C 0.931458 -0.543356 0.145970 -1.14 0.03 -1.59 -0.73
C -0.199029 1.506502 -1.231320 -1.32 -0.73 -0.36 -0.07
H 0.155746 3.326793 -0.281562 0.11 -0.18 0.03 0.10
H 0.049763 -2.304412 1.269284 1.01 0.63 -0.86 0.10
H 1.734891 -2.658709 0.656398 -0.53 0.99 -0.22 0.08
H -0.133099 -0.546281 -1.878423 1.07 -1.28 -2.29 0.09
H 1.008213 -0.057266 2.211473 0.42 -0.57 2.20 0.08
H -0.696419 1.945298 -2.158708 0.99 -0.55 1.36 0.14
H 0.249679 2.245250 1.958605 0.60 0.45 0.31 0.10
H 0.321797 -2.434029 -0.452970 0.29 -0.59 -0.01 0.06
H -3.772916 -1.024328 -0.168953 1.05 -0.53 -0.01 0.05

***

No. 5
21
Properties=species:S:1:pos:R:3:forces:R:3:lowdin_charge:R:1 method="wB97M-V/def2-TZVPD" homo_lumo_gap_ev=9.75 multiplicity=1 relative_energy_kj_mol=0.0 smiles=Clc1ccc2c(c1Cl)CNCC2 charge=0
Cl 3.274630 -0.493354 0.188344 -0.21 0.02 -0.03 0.66
Cl 1.393264 2.031459 -0.141784 -0.01 -0.01 0.01 0.69
N -2.786815 1.142523 0.637698 0.43 0.09 0.13 -0.07
C 1.553567 -0.672782 0.036205 -0.17 0.16 0.07 -0.68
C 1.011201 -1.945422 0.073644 -0.09 -0.31 -0.11 -0.11
C 0.709716 0.439865 -0.101123 0.11 -0.30 -0.08 -0.61
C -1.196269 -1.032847 -0.211350 -0.36 0.16 -0.22 -0.18
C -0.364065 -2.125566 -0.054753 0.38 0.24 0.13 -0.03
C -1.671338 1.395034 -0.291219 -0.07 0.35 0.25 -0.17
C -0.666178 0.264305 -0.231838 0.10 -0.01 0.15 -0.19
C -3.499727 -0.095777 0.365905 -0.36 -0.25 -0.81 -0.21
C -2.687236 -1.160388 -0.430850 0.36 0.72 0.12 -0.12
H -3.850031 -0.518968 1.294973 0.01 -0.10 0.39 0.11
H -1.214373 2.357209 0.011643 -0.20 -0.56 -0.41 0.10
H -2.397950 1.125216 1.582672 -0.20 -0.04 -0.40 0.12
H 1.667198 -2.808909 0.174724 -0.11 0.27 0.03 0.11
H -3.026795 -2.147970 -0.182565 -0.16 -0.55 0.17 0.10
H -0.779058 -3.121195 -0.023132 -0.03 -0.13 -0.04 0.11
H -4.411600 0.106160 -0.227504 0.32 0.11 0.24 0.11
H -2.071809 1.490584 -1.317984 0.13 0.09 0.39 0.14
H -2.900113 -1.026105 -1.495972 0.11 0.05 0.01 0.12

***

No. 6
23
Properties=species:S:1:pos:R:3:forces:R:3:lowdin_charge:R:1 method="wB97M-V/def2-TZVPD" homo_lumo_gap_ev=8.39 multiplicity=1 charge=0
Cl -0.674023 -1.056505 -2.625109 -0.03 0.16 0.57 0.69
Cl 2.359911 0.226792 0.493328 0.12 -0.70 -0.30 0.71
O -0.068085 -1.002142 1.004910 -0.45 0.79 0.60 -0.06
O 0.158580 -2.772835 -0.316567 -0.01 -0.20 0.18 -0.06
N 0.669664 -1.721312 0.137297 0.77 -1.39 -1.57 -0.37
C -1.183730 -0.214042 0.418017 0.89 0.97 2.44 -0.21
C -0.433152 0.466888 -1.834498 -0.46 0.88 0.69 -0.47
C -1.780272 0.321279 1.733641 -0.36 0.73 -0.44 -0.01
C -1.928556 1.652283 1.902255 -0.50 -0.09 1.87 -0.09
C 2.860970 -2.122756 -1.005811 0.58 0.08 3.36 -0.05
C -0.672482 0.840135 -0.542508 -0.68 -1.18 -1.47 -0.24
C -1.358521 2.617882 0.980726 -0.76 1.09 0.74 -0.10
C -0.711515 2.243937 -0.115756 -0.44 -1.61 0.94 -0.06
C 1.874450 -1.336952 -0.167066 0.73 1.91 1.10 -0.61
H -2.098112 -0.448345 2.467788 0.23 0.73 -0.63 0.13
H -0.180823 2.987254 -0.571164 1.25 1.56 -1.93 0.08
H -1.930004 -0.854916 0.028844 -0.34 -1.00 -0.98 0.13
H 3.955913 -1.760954 -0.895959 -2.06 -0.65 0.13 0.11
H -1.496424 3.706248 1.260419 0.52 -1.42 -0.49 0.13
H -2.364119 2.144171 2.848416 0.54 -1.32 -1.47 0.13
H 2.530499 -1.931169 -1.961992 -0.44 -0.34 -2.56 0.04
H -0.196421 1.173906 -2.608937 0.30 0.49 0.19 0.06
H 2.666252 -3.158845 -0.630273 0.61 0.51 -0.97 0.10

***

No. 7
25
Properties=species:S:1:pos:R:3:forces:R:3:lowdin_charge:R:1 method="wB97M-V/def2-TZVPD" homo_lumo_gap_ev=6.82 multiplicity=1 charge=+1
Cl -3.245941 2.890830 2.591517 0.98 -1.21 -1.25 0.63
Cl 1.590793 3.476004 0.529320 0.65 -1.53 -0.49 0.70
Cl 1.880034 -0.883315 -0.289896 -0.31 1.24 0.27 0.62
S -5.010644 -0.337403 -0.618550 1.90 0.57 0.74 1.00
N -3.490316 -0.756572 -1.122726 0.34 1.74 1.57 -0.27
N 1.124633 -4.201013 -0.899957 0.01 -0.12 -0.03 0.33
N -4.710431 0.797415 0.564954 2.77 -1.01 -1.54 -0.22
C -0.995691 1.757054 1.299452 -1.93 -0.64 -0.60 -0.06
C 1.238959 0.784777 0.105960 -0.82 1.54 0.60 -0.54
C 2.136340 1.816351 0.163309 0.47 -1.53 0.06 -0.64
C 3.666512 1.577317 -0.108545 -0.60 0.81 -0.37 -0.12
C -2.447860 1.786993 1.412582 1.20 -0.52 -0.59 -0.51
C -3.338272 0.909013 0.561981 1.83 0.16 0.16 -0.35
C -2.580513 0.019342 -0.405492 -1.52 -0.03 0.15 -0.30
C -1.099332 -0.017706 -0.550502 0.02 1.86 2.05 0.00
C -0.286119 0.871409 0.305381 -2.33 -1.93 -1.43 -0.20
H -0.629526 -0.721615 -1.289049 -0.65 0.98 0.87 0.08
H 3.782569 1.600773 -1.236558 0.07 -0.12 1.28 0.10
H 4.038759 0.596730 0.293564 -0.58 1.03 -0.39 0.06
H 4.280726 2.412113 0.318168 -0.67 -0.77 -0.37 0.08
H 1.604983 -3.294531 -0.890392 -0.11 0.13 0.05 0.06
H -0.402755 2.422139 1.974038 -0.73 -0.78 -0.76 0.08
H 0.841578 -4.427512 -1.857511 0.01 0.02 0.05 0.17
H 0.295130 -4.151875 -0.300924 0.05 0.07 -0.02 0.16
H 1.756384 -4.926717 -0.550122 -0.05 0.03 -0.02 0.16

***

No. 8
27
Properties=species:S:1:pos:R:3:forces:R:3:lowdin_charge:R:1 method="wB97M-V/def2-TZVPD" homo_lumo_gap_ev="7.04 / 6.32" s_squared=8.77 multiplicity=6 relative_energy_kj_mol=0.0 charge=+2
Ru -0.258410 -1.114733 0.270579 -1.36 -0.22 -1.12 0.74
S 1.359701 -1.548797 2.072056 1.60 -0.26 1.64 0.94
O -0.450669 1.713982 1.485372 0.14 -3.09 -1.93 0.16
O -2.543320 -0.640754 -1.749078 3.10 -0.59 2.69 0.20
O 0.273955 3.977715 -3.134031 -0.32 -2.99 2.06 0.12
O 1.973111 -1.062774 -1.807864 -3.11 -0.07 2.65 0.20
O -0.972374 -4.124077 0.704138 0.74 3.38 -0.92 0.20
N -0.575723 -0.788859 3.790563 0.75 -0.58 -0.77 0.04
N 1.576460 -0.096901 4.275031 -0.04 -0.72 -1.12 0.07
C -1.116988 -0.176677 5.007356 -0.26 -0.16 0.46 -0.12
C -0.700218 -3.011823 0.553803 -1.42 -5.64 1.94 -0.21
C 0.728510 -0.758991 3.487619 -0.39 0.43 1.70 -0.67
C 1.179971 0.660328 5.464173 0.11 0.19 0.45 -0.12
C 0.170369 3.040058 -2.478189 0.37 3.53 -2.42 0.03
C -0.283110 1.032360 5.364116 -0.13 0.45 -0.17 -0.14
C -0.366312 0.668812 0.989533 -0.26 5.42 3.57 -0.27
C 1.127653 -1.087661 -1.013763 5.69 0.07 -4.45 -0.23
C -1.690960 -0.822717 -0.987666 -5.29 0.93 -4.49 -0.18
H -1.100531 -0.911852 5.822608 -0.06 0.07 -0.19 0.15
H -1.152407 -1.446808 3.273521 0.06 0.31 0.14 0.14
H -0.625377 1.451643 6.313101 0.07 -0.07 -0.12 0.14
H 1.359285 0.044272 6.356242 0.10 0.07 -0.25 0.15
H -2.156690 0.092516 4.805885 0.16 -0.04 0.04 0.14
H -0.414703 1.804070 4.598351 -0.01 -0.02 0.10 0.13
H 2.556584 -0.188151 4.024908 -0.09 0.18 0.24 0.15
H 0.016858 1.509351 -1.461503 -0.04 -0.37 0.27 0.06
H 1.818836 1.546471 5.521535 -0.11 -0.17 0.02 0.15

***

Repeat the fifth record exactly.
21
Properties=species:S:1:pos:R:3:forces:R:3:lowdin_charge:R:1 method="wB97M-V/def2-TZVPD" homo_lumo_gap_ev=9.75 multiplicity=1 relative_energy_kj_mol=0.0 smiles=Clc1ccc2c(c1Cl)CNCC2 charge=0
Cl 3.274630 -0.493354 0.188344 -0.21 0.02 -0.03 0.66
Cl 1.393264 2.031459 -0.141784 -0.01 -0.01 0.01 0.69
N -2.786815 1.142523 0.637698 0.43 0.09 0.13 -0.07
C 1.553567 -0.672782 0.036205 -0.17 0.16 0.07 -0.68
C 1.011201 -1.945422 0.073644 -0.09 -0.31 -0.11 -0.11
C 0.709716 0.439865 -0.101123 0.11 -0.30 -0.08 -0.61
C -1.196269 -1.032847 -0.211350 -0.36 0.16 -0.22 -0.18
C -0.364065 -2.125566 -0.054753 0.38 0.24 0.13 -0.03
C -1.671338 1.395034 -0.291219 -0.07 0.35 0.25 -0.17
C -0.666178 0.264305 -0.231838 0.10 -0.01 0.15 -0.19
C -3.499727 -0.095777 0.365905 -0.36 -0.25 -0.81 -0.21
C -2.687236 -1.160388 -0.430850 0.36 0.72 0.12 -0.12
H -3.850031 -0.518968 1.294973 0.01 -0.10 0.39 0.11
H -1.214373 2.357209 0.011643 -0.20 -0.56 -0.41 0.10
H -2.397950 1.125216 1.582672 -0.20 -0.04 -0.40 0.12
H 1.667198 -2.808909 0.174724 -0.11 0.27 0.03 0.11
H -3.026795 -2.147970 -0.182565 -0.16 -0.55 0.17 0.10
H -0.779058 -3.121195 -0.023132 -0.03 -0.13 -0.04 0.11
H -4.411600 0.106160 -0.227504 0.32 0.11 0.24 0.11
H -2.071809 1.490584 -1.317984 0.13 0.09 0.39 0.14
H -2.900113 -1.026105 -1.495972 0.11 0.05 0.01 0.12